1.
The following is a DFT calculation (ωB97M-V/def2-TZVPD) of a molecular structure, C38H31FFeI2N6O2Si.

Geometry as XYZ:
```
82
Properties=species:S:1:pos:R:3:forces:R:3
I 6.213888 0.390257 1.842593 0.0 0.0 0.0
I 8.224144 -0.528088 -3.698966 0.0 0.0 0.0
Fe 1.897980 1.867098 -0.671127 0.2 -0.5 0.0
Si -1.090994 3.005315 -0.072226 0.1 -0.1 -0.1
F 3.264908 3.868341 -0.744632 0.0 0.0 -0.1
O 3.744134 1.480933 0.126551 0.3 -0.2 0.0
O -6.584365 -7.308765 3.171663 0.0 0.0 0.0
N -2.541815 -3.274208 0.133051 0.0 0.1 0.0
N 3.285692 1.570558 -2.487016 -0.1 0.2 0.1
N 1.577846 0.233209 0.926760 -0.2 0.2 0.1
N -1.824572 -3.061829 2.224820 0.0 0.0 -0.1
N 0.572431 3.382267 -0.451448 0.1 0.5 -0.1
N 0.780840 -0.039587 -1.588356 -0.2 0.1 0.0
C -1.852814 2.034382 -1.486148 0.0 -0.1 0.0
C 3.076011 1.739812 -3.769767 0.0 0.1 -0.1
C 2.062962 0.366282 2.144989 0.0 0.0 0.0
C 5.479945 0.654636 -2.980918 0.0 0.0 0.0
C 5.878394 0.507151 -0.205165 0.1 0.0 -0.1
C 0.425593 -0.171483 -2.852125 0.1 -0.1 0.0
C 0.579765 -0.639007 0.714858 0.1 -0.1 -0.1
C -0.596161 -1.027102 -3.276676 0.1 0.0 0.0
C 1.067291 4.689242 -0.592564 -0.3 0.0 0.0
C -5.553116 -6.112775 1.458271 0.0 0.0 0.0
C 5.192682 0.806989 -4.355480 0.0 0.0 0.0
C -1.081217 -2.260744 1.395327 0.1 0.1 0.2
C 0.857550 7.136700 -0.736338 -0.1 0.0 0.0
C -6.684415 -7.650979 4.543904 0.0 0.0 0.0
C -3.715122 -4.608540 1.886739 0.1 0.1 -0.1
C 0.503323 -1.212331 3.040715 0.0 0.0 0.0
C 0.000117 -1.382120 1.743048 0.0 -0.1 0.1
C 1.548338 -0.346152 3.238348 0.0 0.0 0.0
C -5.625226 -6.420580 2.816496 0.0 0.0 0.0
C 4.010113 1.364539 -4.749318 0.0 0.0 0.0
C 0.135930 -0.780975 -0.664687 0.1 0.1 0.1
C 4.666687 1.038156 -0.638803 -0.1 0.1 0.0
C 3.022621 6.179412 -0.887448 -0.1 0.1 0.0
C -1.273291 -1.765936 -2.341185 0.0 0.0 0.0
C -2.695160 -3.652425 1.440491 -0.1 -0.1 0.0
C -0.909837 -1.656916 -0.993207 -0.1 -0.1 0.0
C 6.867138 0.062966 -1.096405 -0.1 0.1 0.0
C 6.687857 0.133642 -2.451727 0.0 0.0 0.0
C -2.354738 4.363713 0.219658 0.0 0.1 0.0
C -1.504996 -2.369117 0.095708 0.0 0.0 -0.2
C 4.480799 1.073529 -2.074335 0.0 0.0 0.0
C 0.301438 5.872786 -0.596829 0.1 -0.1 -0.1
C -4.608095 -5.218294 1.004301 0.0 0.0 0.0
C -1.189972 2.009085 1.515070 0.0 0.0 0.1
C -4.742619 -5.818997 3.708837 0.0 0.0 0.0
C -3.797848 -4.920559 3.236676 0.0 0.0 0.1
C 2.222228 7.311871 -0.882933 0.1 0.0 0.0
C 2.433483 4.947034 -0.751015 0.1 -0.1 0.1
H -3.107385 -4.447567 3.921758 0.0 0.0 0.0
H 2.140526 2.210086 -4.055494 0.0 0.0 0.0
H -5.759685 -8.107425 4.904175 0.0 0.0 0.0
H -0.837786 -1.091791 -4.328084 0.0 0.0 0.0
H -3.285685 3.850903 0.482154 0.0 0.0 0.0
H -1.946251 2.679810 -2.364020 0.0 0.0 0.0
H -2.099230 1.401101 1.550324 0.0 0.0 0.0
H -2.852423 1.676536 -1.222211 0.0 0.0 0.0
H -2.099753 5.021342 1.052304 0.0 0.0 0.0
H -4.781903 -6.037889 4.765426 0.0 0.0 0.0
H -1.215877 2.691748 2.368741 0.0 0.0 0.0
H -6.248750 -6.588376 0.780322 0.0 0.0 0.0
H 0.968834 0.423582 -3.570962 0.0 0.0 0.0
H -0.762375 5.799838 -0.501793 -0.1 0.0 0.0
H 4.098297 6.236260 -0.989604 0.0 0.0 0.0
H 1.976150 -0.196214 4.219693 0.0 0.0 0.0
H 2.892607 1.054248 2.247431 0.0 0.0 0.0
H 3.784104 1.520008 -5.795274 0.0 0.0 0.0
H -3.112714 -3.567847 -0.637979 0.0 0.0 0.0
H -4.577521 -5.004946 -0.057785 0.0 0.0 0.0
H -1.257139 1.173589 -1.776822 -0.1 0.0 0.0
H -2.556616 4.976637 -0.660437 -0.1 0.0 0.0
H 0.201273 7.998495 -0.733168 0.0 0.0 0.0
H 0.060972 -1.772761 3.853936 0.0 0.0 0.0
H 2.656950 8.296632 -0.984477 0.0 0.0 0.0
H -6.922745 -6.776231 5.153147 0.0 0.0 0.0
H 7.791198 -0.331383 -0.696106 0.0 0.0 0.0
H -0.337455 1.351524 1.656602 -0.1 0.1 0.1
H -7.493762 -8.371126 4.615498 0.0 0.0 0.0
H 5.925938 0.495533 -5.087582 0.0 0.0 0.0
H -2.077545 -2.426712 -2.641742 0.0 0.0 0.0
```
Forces are in eV/Å.

2S+1	5
maximum force	0.567	eV/A
⟨S²⟩	6.0104
LUMO energy (alpha / beta)	-0.51 / -0.60	eV

***

2.
The following is a DFT calculation (ωB97M-V/def2-TZVPD) of a molecular structure, C38H31GeNOsS4 in a non-equilibrium geometry.

Geometry as XYZ:
```
76
Properties=species:S:1:pos:R:3:forces:R:3
Os -0.094087 -0.327392 -0.078556 0.7 -1.4 0.6
Ge 0.006727 -3.920273 0.144480 0.0 0.0 -0.1
S 0.781325 -1.292226 -2.136249 -0.3 0.3 -0.3
S 2.216311 -0.173373 0.428297 -0.2 0.5 -0.4
S -2.425895 -0.127251 -0.072884 -0.3 0.2 0.0
S -0.115490 1.924850 -1.190256 -0.2 0.0 0.1
N -0.318865 0.593559 1.753474 -0.3 0.3 0.0
C 0.109529 -5.527060 -3.758861 0.0 0.0 0.0
C -1.706140 2.472848 -0.708806 0.0 0.0 -0.1
C 4.274509 1.653633 -2.553270 0.0 0.0 0.0
C -1.393981 -4.830691 1.178833 0.1 0.0 0.1
C -1.000490 -4.956287 -4.364158 0.0 0.0 0.0
C -0.359930 -4.314865 -1.723173 0.0 0.0 0.0
C -0.587586 2.008460 4.099784 -0.1 0.0 0.0
C 4.179583 -4.256375 0.133413 0.0 0.0 0.0
C 3.582152 1.206671 -3.671949 0.0 0.0 0.0
C 2.789779 0.372450 -1.181768 0.0 0.1 0.1
C -3.503146 -6.028807 2.587907 0.0 0.0 0.0
C 1.956928 1.393685 1.360921 0.1 0.0 0.2
C -3.673364 -4.777599 2.011625 0.0 0.0 0.0
C -1.248143 -6.093361 1.749665 0.0 0.0 0.0
C 2.150129 -5.064489 1.844046 0.0 0.0 0.0
C -2.626210 -4.189312 1.316748 0.0 0.0 0.0
C 0.720359 1.305287 2.225120 0.1 0.0 0.0
C -3.318378 4.292228 -0.569907 0.0 0.0 0.0
C 0.620543 1.993381 3.422778 0.0 0.0 0.0
C -4.031131 2.071836 -0.060775 0.0 0.0 0.0
C -2.735521 1.617426 -0.295814 0.0 -0.1 0.0
C 3.879756 1.219946 -1.297181 0.0 0.0 0.0
C 4.492751 -4.906442 1.319921 0.0 0.0 0.0
C -1.478412 -3.756006 -2.339286 0.0 0.1 0.0
C -4.329663 3.414195 -0.184202 0.0 0.0 0.0
C 0.424083 -5.210825 -2.443906 0.0 0.0 0.0
C 3.477175 -5.306649 2.176055 0.0 0.0 0.0
C -1.796792 -4.070516 -3.651077 0.0 0.0 0.0
C -2.045077 3.831869 -0.833408 0.0 0.0 0.0
C 2.853576 -4.016645 -0.196961 0.0 0.0 0.0
C -2.289980 -6.687346 2.451068 0.0 0.0 0.0
C 1.820236 -4.427850 0.649532 0.0 0.1 -0.1
C -2.576726 -0.224882 1.763035 0.2 0.1 -0.1
C 2.515414 0.331397 -3.546743 0.1 0.0 0.0
C -0.170693 -2.048944 0.727810 -0.2 0.2 0.1
C -1.665749 1.310285 3.577440 0.0 0.0 0.1
C -1.495618 0.588845 2.411016 0.1 -0.1 -0.2
C 2.089166 -0.118365 -2.296234 0.2 -0.1 0.2
H -0.339424 -2.127375 1.823841 -0.1 0.0 0.0
H 1.477560 2.536675 3.796276 0.0 0.0 0.0
H 5.526677 -5.096714 1.578789 0.0 0.0 0.0
H -2.659945 -3.615504 -4.120197 0.0 0.0 0.0
H -2.154469 -7.669667 2.886161 0.0 0.0 0.0
H 4.414496 1.547256 -0.413011 0.0 0.0 0.0
H 1.978351 -0.010365 -4.421795 0.0 0.0 0.0
H 5.110943 2.331686 -2.656142 0.0 0.0 0.0
H -5.332647 3.772219 0.004037 0.0 0.0 0.0
H 3.875103 1.549172 -4.656430 0.0 0.0 0.0
H -3.573775 0.066803 2.085800 0.0 0.1 0.0
H -4.623660 -4.264756 2.096671 0.0 0.0 0.0
H -1.244861 -5.200273 -5.390255 0.0 0.0 0.0
H -2.785421 -3.217680 0.855433 0.0 0.0 0.0
H 1.296887 -5.662234 -1.985067 0.0 0.0 0.0
H -0.317985 -6.638305 1.635482 0.0 0.0 0.0
H -0.690231 2.567573 5.019807 0.0 0.0 0.0
H 2.615567 -3.496581 -1.120630 0.0 0.0 0.0
H -2.629538 1.314419 4.067395 0.0 0.0 0.0
H 4.968206 -3.931838 -0.533905 0.0 0.0 0.0
H 3.716997 -5.806357 3.106344 0.0 0.0 0.0
H -4.315651 -6.492677 3.132359 0.0 0.0 0.0
H 1.372475 -5.367824 2.535150 0.0 0.0 0.0
H 2.821922 1.639736 1.976289 0.0 -0.1 0.0
H -2.430714 -1.284842 1.977185 0.0 0.0 0.0
H -2.097579 -3.043003 -1.803293 0.0 0.0 0.0
H -3.534892 5.347805 -0.677491 0.0 0.0 0.0
H 1.804283 2.167916 0.606809 0.0 0.0 0.0
H 0.733178 -6.219143 -4.310912 0.0 0.0 0.0
H -1.273648 4.519768 -1.155277 0.0 0.0 0.0
H -4.804465 1.363689 0.215431 0.0 0.0 0.0
```
Forces are in eV/Å.

2S+1	1
maximum force	1.711	eV/A
LUMO energy (alpha / beta)	-0.20 / -0.20	eV

***

3.
The following is a DFT calculation (ωB97M-V/def2-TZVPD) of a molecular structure, C38H31NO4P2Tc.

Geometry as XYZ:
```
77
Properties=species:S:1:pos:R:3:forces:R:3
Tc 0.776848 -0.894886 -0.235188 0.0 -0.3 -0.4
P -0.347465 -0.224745 1.780395 0.0 0.2 0.0
P 2.772294 0.335741 -0.690757 -0.2 0.2 -0.1
O -2.074608 5.716739 -1.658024 0.2 0.1 0.0
O -0.499037 -0.372952 -1.438476 0.2 0.0 0.2
O -2.724976 -0.604616 -1.511044 -0.1 -0.1 0.0
O 0.036397 4.778543 -1.701955 -0.1 0.2 0.0
N 0.325398 2.193927 -0.263059 -0.1 -0.1 -0.1
C 0.965437 2.876763 1.766150 0.2 0.2 0.1
C 2.394623 -3.245014 -3.496110 0.0 0.0 0.0
C -0.567604 2.391313 -1.453213 0.0 -0.1 0.1
C 1.994211 -0.847305 3.102830 0.0 0.0 0.0
C -1.856284 1.607604 -1.450769 0.3 0.0 0.1
C -0.685872 6.039760 -1.773356 -0.1 -0.3 0.0
C 2.468405 -0.299441 5.386214 0.0 0.0 0.0
C 1.261776 0.389103 5.468685 0.0 0.0 0.0
C -1.286436 -2.383887 3.266256 -0.1 0.0 0.0
C -3.088815 2.205869 -1.474120 -0.2 0.2 0.0
C 6.771669 0.502051 1.475800 0.0 0.0 0.0
C 2.604571 -2.267295 -1.322661 -0.1 0.0 0.1
C -1.565260 -1.466754 2.247377 -0.1 0.0 0.0
C -3.297979 3.603302 -1.506626 -0.2 -0.3 0.0
C -0.898779 3.827660 -1.593375 0.2 0.0 0.0
C 2.052613 3.078921 0.855296 0.0 0.0 0.2
C 2.821296 -0.997542 -1.899896 0.0 0.0 0.0
C -1.145285 1.443521 1.628285 0.1 0.0 0.0
C -3.690577 -2.539802 1.867840 0.0 0.0 0.0
C -1.816820 0.165523 -1.471715 0.1 0.0 0.1
C 0.416849 0.452591 4.372235 0.1 0.0 0.0
C 2.396824 -3.394884 -2.123281 0.0 0.1 0.0
C 5.476158 -0.025306 -0.478988 0.1 0.0 0.0
C -2.158722 4.369248 -1.576540 -0.1 0.1 0.0
C 1.641266 2.622229 -0.358711 0.1 -0.1 -0.2
C 5.620494 0.876769 2.155964 0.0 0.0 0.0
C 2.602080 -1.990051 -4.074522 0.0 0.0 0.0
C 2.834567 -0.926523 4.205124 0.0 0.0 0.0
C -0.064967 2.320771 1.071896 -0.2 -0.1 -0.1
C 4.388251 0.804491 1.524615 0.1 0.1 0.0
C 2.797884 -0.866781 -3.290387 -0.1 -0.1 0.0
C -2.212072 -3.367685 3.577777 0.0 0.0 0.0
C -3.411034 -3.446834 2.881084 0.0 0.0 0.0
C -2.771029 -1.555003 1.546014 0.0 0.0 0.1
C 0.791912 -0.152010 3.172220 0.0 -0.1 0.0
C 6.700921 0.052680 0.162135 0.0 0.0 0.0
C 2.490242 1.999841 -1.428326 0.0 0.1 0.1
C 4.319679 0.363592 0.202983 0.0 -0.2 0.1
H -4.626537 -2.593300 1.327323 0.0 0.0 0.0
H 0.972890 0.865361 6.396483 0.0 0.0 0.0
H 3.455818 2.492866 -1.529815 0.0 0.0 0.0
H 2.758762 -2.405884 -0.242277 0.1 0.0 0.0
H 2.612330 -1.894833 -5.152848 0.0 0.0 0.0
H 3.491787 1.096646 2.051713 0.0 0.0 0.0
H -0.362994 -2.330348 3.828142 0.0 0.0 0.0
H -0.533751 0.963521 4.466487 0.0 0.0 0.0
H -3.949742 1.548355 -1.489206 0.0 0.0 0.0
H 2.023154 1.911602 -2.407602 0.0 0.0 0.0
H -4.286350 4.038375 -1.510105 0.0 0.0 0.0
H -2.034430 1.359957 1.007779 0.0 0.0 0.0
H -4.131855 -4.213801 3.132767 0.0 0.0 0.0
H -1.998713 -4.067242 4.375050 0.0 0.0 0.0
H 2.947709 0.098834 -3.756628 0.0 0.0 0.0
H 0.039772 2.074479 -2.305483 0.0 0.0 0.0
H -3.011126 -0.857128 0.756406 0.0 0.0 0.0
H 0.984605 3.039863 2.833611 0.0 0.0 -0.1
H 3.767236 -1.472903 4.142264 0.0 0.0 0.0
H 2.236794 -4.108626 -4.128824 0.0 0.0 0.0
H 7.731650 0.554082 1.973085 0.0 0.0 0.0
H 7.600673 -0.238844 -0.362755 0.0 0.0 0.0
H 5.681648 1.223782 3.179320 0.0 0.0 0.0
H 3.117867 -0.355036 6.250598 0.0 0.0 0.0
H 2.290524 -1.341837 2.180323 0.0 0.0 0.0
H 3.045086 3.431748 1.093491 -0.1 0.0 0.0
H 5.426320 -0.382295 -1.500520 0.0 0.0 0.0
H 2.257785 -4.369064 -1.674034 0.0 0.0 0.0
H -0.488856 6.500931 -2.736528 0.0 0.0 -0.1
H -0.380377 6.668399 -0.942819 0.0 0.0 0.1
H -1.455023 1.758904 2.623124 0.0 0.1 0.0
```
Forces are in eV/Å.

total charge	+2
2S+1	4
maximum force	0.507	eV/A
⟨S²⟩	3.8005
LUMO energy (alpha / beta)	-7.21 / -7.27	eV

***

4.
The following is a DFT calculation (ωB97M-V/def2-TZVPD) of a molecular structure, C38H32AsCaN6O4S in a non-equilibrium geometry.

Geometry as XYZ:
```
83
Properties=species:S:1:pos:R:3:forces:R:3
As 0.673358 -1.010468 1.067737 0.2 -0.1 0.1
Ca -0.569337 0.883926 -1.057265 -1.3 -0.7 0.4
S -2.657629 -0.927865 0.508388 0.1 0.1 0.0
O 0.857400 5.002099 -0.313489 0.0 0.0 0.0
O 1.234433 -0.298723 -5.011760 0.0 0.0 0.0
O -2.854311 2.342327 -0.720861 0.1 -0.1 -0.1
O -5.045724 1.939573 -0.369837 0.0 0.1 0.0
N 0.511985 0.860975 -3.111457 0.2 0.1 -0.3
N -0.454313 -1.587554 -2.174878 0.2 0.1 0.0
N 0.406681 2.927611 -1.298548 0.2 0.4 0.0
N -3.994622 0.788333 -1.953949 0.0 0.0 0.0
N -2.795166 0.288970 -2.469315 0.1 0.0 0.0
N -0.689119 2.147683 1.129589 0.1 0.3 0.0
C 1.502593 4.780405 -4.364090 0.0 0.0 0.0
C 1.680923 -2.524776 0.347211 0.0 -0.1 0.0
C -2.472260 -3.223247 3.812481 0.0 0.0 0.0
C -0.299867 3.415277 0.949039 -0.1 -0.1 0.2
C 0.409055 3.846258 -0.330040 0.0 0.0 -0.2
C -0.556641 4.401653 1.899948 0.0 0.0 0.0
C 1.968307 -0.482713 2.444874 0.0 0.0 0.0
C 0.735032 -0.205468 -3.879247 0.0 0.1 0.0
C 1.529600 0.285762 3.521519 0.0 0.0 0.0
C -3.868675 1.736643 -0.977486 0.0 -0.1 0.0
C 0.492536 -3.931167 -3.317555 0.0 0.0 0.0
C 3.265729 -3.269156 -1.318453 0.0 0.0 0.0
C -0.322047 -3.978257 -2.196711 0.0 0.0 0.0
C 1.649999 -3.812737 0.874032 0.0 0.0 0.0
C 1.183296 4.512876 -3.040025 0.0 0.0 0.0
C 0.815136 -2.701848 -3.857371 0.0 0.0 0.0
C -1.247638 4.072123 3.048275 0.0 0.0 0.0
C 2.424502 -4.819138 0.312021 0.0 0.0 0.0
C 0.827919 3.227031 -2.611215 0.1 0.1 0.0
C 3.776580 0.452274 4.364685 0.0 0.0 0.0
C 1.162396 2.469159 -4.893575 0.0 0.0 0.0
C -2.902858 -2.528791 2.700246 0.1 0.0 0.0
C 1.480861 3.759946 -5.294305 0.0 0.0 0.0
C -2.008724 -1.833794 1.858036 0.2 0.0 0.1
C -0.771647 -2.783554 -1.665306 0.0 0.0 -0.1
C -1.354954 1.837583 2.244639 0.0 0.0 -0.1
C 4.222731 -0.313672 3.298230 0.0 0.0 0.0
C -0.219759 -2.591573 3.340347 0.0 0.1 -0.1
C -0.634609 -1.897511 2.200198 -0.3 0.0 0.0
C -4.969473 2.819150 0.757974 0.0 0.0 0.0
C 0.334579 -1.542376 -3.254237 0.0 -0.1 0.0
C 2.424066 0.749291 4.474064 0.0 0.0 0.0
C -1.660369 2.760059 3.228530 0.0 0.0 0.0
C 3.324243 -0.778552 2.344600 0.0 0.0 0.0
C 2.486922 -2.264305 -0.758748 0.0 -0.1 0.0
C 3.237443 -4.547660 -0.781918 0.0 0.0 0.0
C 0.845279 2.163133 -3.564162 0.1 0.0 -0.1
C -1.120768 -3.256331 4.149722 0.0 0.0 0.0
H -3.956196 -2.494286 2.453006 0.0 0.0 0.0
H 2.390570 -5.819544 0.727850 0.0 0.0 0.0
H 3.878782 -3.052068 -2.184741 0.0 0.0 0.0
H 0.833461 -2.599451 3.597111 0.0 0.0 0.0
H -2.209680 2.448681 4.107618 0.0 0.0 0.0
H 0.874181 -4.843395 -3.760574 0.0 0.0 0.0
H 1.009609 -4.036822 1.717235 0.0 0.0 0.0
H 5.275098 -0.553067 3.202966 0.0 0.0 0.0
H 1.721223 3.950550 -6.334541 0.0 0.0 0.0
H 3.840127 -5.334117 -1.220359 0.0 0.0 0.0
H 1.764910 5.791370 -4.655491 0.0 0.0 0.0
H 2.062810 1.347489 5.301862 0.0 0.0 0.0
H -1.679286 0.808331 2.333504 0.0 -0.1 0.0
H -2.626645 -0.664285 -2.160640 -0.1 0.0 0.0
H -2.780866 0.352849 -3.477858 0.0 0.0 0.0
H -0.598908 -4.913847 -1.729901 0.0 0.0 0.0
H 2.495557 -1.273310 -1.200611 0.0 0.0 0.0
H 1.433974 -2.590391 -4.735619 0.0 0.0 0.0
H -4.773999 0.155772 -1.856164 0.0 0.0 0.0
H 3.690171 -1.378691 1.521189 0.0 0.0 0.0
H 4.476957 0.815840 5.106392 0.0 0.0 0.0
H -1.471276 4.827484 3.792495 0.0 0.0 0.0
H -0.780608 -3.788419 5.029109 0.0 0.0 0.0
H -4.440203 2.327523 1.573751 0.0 0.0 0.0
H 0.478579 0.518748 3.625247 0.0 0.0 0.0
H -0.203459 5.400251 1.691191 0.0 0.0 0.0
H -1.421539 -2.760550 -0.797815 0.0 0.0 0.0
H 1.196719 5.304284 -2.311125 0.0 0.0 0.0
H -3.197306 -3.739585 4.431966 0.0 0.0 0.0
H -5.997031 3.026865 1.040469 0.0 0.0 0.0
H -4.447665 3.736479 0.496329 0.0 0.0 0.0
H 1.168897 1.670449 -5.614440 0.0 0.0 0.0
```
Forces are in eV/Å.

total charge	-1
2S+1	1
maximum force	1.505	eV/A
LUMO energy	2.45	eV

***

Q: Look up the 2S+1 of the fourth one.
A: 1

***

Q: The lowest maximum force belongs to which entry?
A: C38H31NO4P2Tc